(1)
DFT (the ωB97M-V functional and the def2-TZVPD basis) results for an isolated ion of composition C8H14NS and charge +1 at a distorted geometry.

Frontier orbital gap (alpha / beta) in Ha: 0.1970 / 0.1969
LUMO (alpha / beta) in eV: -5.77 / -5.77
Energy relative to the best compared isomer or geometry (same formula, charge and spin) in kcal/mol: 153.2
HOMO (alpha / beta) in eV: -11.13 / -11.13
Total charge: +1

Each line ends with the natural charge from an NBO analysis.
Geometry (Å):
C: 1.06748 0.09817 -0.14061  0.111
C: 0.71293 -1.23511 -0.55300  -0.528
C: -0.80064 -1.22562 -0.74316  -0.349
C: -1.61802 -0.91725 0.52760  -0.436
C: -3.01512 -0.29444 0.34601  -0.519
C: 3.14506 1.36724 0.44543  -0.238
C: 3.66682 -0.00587 0.02677  -0.266
C: -2.96543 1.14996 -0.08558  -0.059
N: 2.27226 0.32287 0.02722  -0.360
S: -1.52260 1.97453 0.20997  0.457
H: 1.17158 -1.43185 -1.43459  0.239
H: 0.89242 -2.04292 0.28040  0.228
H: -1.08617 -0.37154 -1.56125  0.169
H: -1.25857 -2.06352 -1.08085  0.207
H: -1.82511 -1.89185 0.99951  0.239
H: -0.89938 -0.18271 0.95707  0.228
H: -3.60724 -1.01011 -0.12751  0.274
H: -3.52052 -0.34506 1.30822  0.301
H: 3.32773 1.65075 1.55853  0.230
H: 3.27265 2.29810 -0.23144  0.224
H: 4.05596 -0.12477 -1.00799  0.225
H: 4.12126 -0.73052 0.74976  0.237
H: -3.62165 1.77139 -0.56733  0.232
H: -1.96570 3.24014 0.09681  0.153



(2)
DFT (the ωB97M-V functional and the def2-TZVPD basis) results for a 2-piece molecular cluster, C3H3ClNO2 overall at a distorted geometry.

Frontier orbital gap (alpha / beta) in Ha: 0.2475 / 0.2477
LUMO (alpha / beta) in eV: 4.03 / 4.03
Energy relative to the best compared isomer or geometry (same formula, charge and spin) in kcal/mol: 142.0
HOMO (alpha / beta) in eV: -2.71 / -2.71
Total charge: -1

Each line ends with the natural charge from an NBO analysis.
Geometry (Å):
C: -0.11113 0.03099 0.30551  -0.284
C: 0.00063 -1.24505 0.76168  -0.166
C: -0.58638 1.19513 0.35981  -0.254
N: -0.42687 -0.57490 2.96977  0.287
O: -0.52863 -1.00779 4.13227  -0.433
O: -0.11659 -1.57053 2.08223  -0.322
Cl: 0.54204 -0.05723 -2.54718  -0.533
H: 0.17475 0.09563 -1.11338  0.324
H: 0.26132 -2.10679 0.17263  0.192
H: -0.32163 2.21818 0.28821  0.188



(3)
DFT (the ωB97M-V functional and the def2-TZVPD basis) results for C12H25BrClINP2W as an isolated structure at a distorted geometry.

Frontier orbital gap (alpha / beta) in Ha: 0.2681 / 0.1484
Spin multiplicity: 3
LUMO (alpha / beta) in eV: -11.79 / -15.05
HOMO (alpha / beta) in eV: -19.08 / -19.09
Total charge: +3

Each line ends with the natural charge from an NBO analysis.
Geometry (Å):
C: 0.80781 0.30693 -2.33374  -1.093
I: 0.16467 -2.96903 -1.60825  0.206
H: 1.04499 1.36843 -2.28249  0.298
H: 0.06790 0.09839 -3.12728  0.267
H: 1.71056 -0.28456 -2.56557  0.274
W: 0.07670 -0.53730 -0.59240  0.781
P: -2.09032 0.38815 -1.21911  1.071
C: -3.05524 -0.76739 -2.22930  -0.949
C: -3.24864 0.92997 0.08924  -0.937
H: -4.20678 1.17408 -0.38914  0.286
H: -2.97341 2.17643 -2.51529  0.282
H: -2.85629 1.81622 0.60419  0.290
H: -1.51446 2.71069 -1.62556  0.279
H: -3.37984 -1.62087 -1.62368  0.249
H: -3.42505 0.15385 0.83864  0.232
C: -1.95208 1.90050 -2.22199  -0.939
H: -3.92997 -0.20987 -2.59211  0.289
H: -1.34393 1.76081 -3.12340  0.271
H: -2.47710 -1.14756 -3.07852  0.276
P: 2.29436 -0.03020 0.38644  1.065
C: 3.48878 -1.37459 0.09124  -0.947
C: 3.06673 1.47152 -0.29129  -0.939
H: 1.87988 1.19085 2.46614  0.289
H: 3.49217 0.37923 2.43654  0.283
H: 2.00913 -0.56927 2.78044  0.219
C: 2.42048 0.26900 2.20049  -0.929
H: 2.46650 2.36150 -0.05973  0.283
H: 4.04920 1.55815 0.19028  0.280
H: 4.46540 -0.99527 0.42935  0.287
H: 3.52444 -1.61983 -0.97820  0.276
H: 3.19672 1.39931 -1.37813  0.273
H: 3.21940 -2.27671 0.65741  0.242
Cl: -0.21082 1.45087 0.81158  -0.258
Br: 1.26890 -3.68586 4.21109  0.642
C: -0.11900 -3.08399 3.03482  -0.085
C: -1.44995 -3.41602 3.24349  -0.105
C: -2.38342 -2.91347 2.33493  -0.181
C: -1.97588 -2.09691 1.28952  0.188
N: -0.68820 -1.72695 1.13827  -0.537
C: 0.24305 -2.32028 1.93482  0.136
H: -1.71929 -4.03284 4.09171  0.298
H: -3.44388 -3.14156 2.40127  0.294
H: -2.70392 -1.70492 0.57087  0.245
H: 1.28247 -2.17550 1.65833  0.246



(4)
DFT (the ωB97M-V functional and the def2-TZVPD basis) results for one molecule with the formula C6H16N2 at a distorted geometry.

Frontier orbital gap in Ha: 0.3332
LUMO in eV: 1.10
Energy relative to the best compared isomer or geometry (same formula, charge and spin) in kcal/mol: 33.7
HOMO in eV: -7.96
SMILES string: CCN(C)[C@@H](C)CN

Each line ends with the natural charge from an NBO analysis.
Geometry (Å):
C: 1.57695 -2.18457 0.83601  -0.620
C: 0.26233 -1.47520 0.52438  -0.228
N: 0.31376 -0.03812 0.80928  -0.467
C: -0.40535 0.29736 2.00196  -0.417
C: 1.21016 0.98331 -1.28448  -0.612
C: 0.01614 0.86639 -0.31328  -0.040
C: -1.27612 0.51073 -1.03935  -0.244
N: -1.93700 1.64166 -1.63640  -0.883
H: 2.19456 -2.12107 -0.06359  0.204
H: 1.46577 -3.21964 1.14387  0.208
H: 2.13889 -1.60985 1.57545  0.218
H: 0.00555 -1.62084 -0.53266  0.188
H: -0.63740 -1.92374 0.97485  0.180
H: -1.48858 0.38199 1.80418  0.163
H: -0.16545 -0.26187 2.90439  0.210
H: -0.08927 1.27205 2.42523  0.196
H: 2.03895 1.35490 -0.68222  0.216
H: 0.92122 1.66481 -2.07898  0.205
H: 1.51006 -0.02885 -1.57152  0.202
H: -0.06805 1.86555 0.12094  0.204
H: -1.97922 0.02793 -0.35023  0.195
H: -1.17311 -0.33724 -1.74274  0.171
H: -1.55672 2.12206 -2.41975  0.372
H: -2.87808 1.83227 -1.40532  0.378



(5)
DFT (the ωB97M-V functional and the def2-TZVPD basis) results for a 2-piece molecular cluster, C4H9N7O overall at a distorted geometry.

Frontier orbital gap in Ha: 0.2952
LUMO in eV: 0.33
Energy relative to the best compared isomer or geometry (same formula, charge and spin) in kcal/mol: 69.4
HOMO in eV: -7.71
SMILES string: [H]/N=c1/nn[nH][nH]1.N/C=C/C=N/O

Each line ends with the natural charge from an NBO analysis.
Geometry (Å):
C: 3.33712 0.49659 -0.36566  0.452
C: -3.65863 -0.87874 -0.23418  0.052
C: -3.18555 0.36883 0.01486  -0.365
C: -1.75700 0.62181 -0.12796  -0.002
H: 2.56349 2.18745 -0.08155  0.352
H: 5.12506 -1.36607 1.26455  0.391
H: 3.08517 0.22913 1.66421  0.409
H: -5.13326 -2.30005 -0.39374  0.392
H: -5.70973 -0.76134 0.15083  0.392
H: -2.97825 -1.65290 -0.61201  0.186
H: -3.81149 1.20009 0.34206  0.222
H: -1.13351 -0.22471 -0.48947  0.148
H: 0.56712 1.17253 -0.27447  0.449
N: 2.71164 1.49561 -0.82412  -0.675
N: 3.74701 -0.55292 -1.21310  -0.215
N: 4.31254 -1.43848 -0.56851  0.057
N: 4.26480 -1.14777 0.76662  -0.291
N: 3.76556 0.16344 0.90379  -0.476
N: -4.92703 -1.37440 -0.05215  -0.807
N: -1.26233 1.77589 0.12242  -0.120
O: 0.07727 1.98602 0.00757  -0.552



(6)
DFT (the ωB97M-V functional and the def2-TZVPD basis) results for a 2-piece molecular cluster, C5H15NO overall at a distorted geometry.

Frontier orbital gap in Ha: 0.3679
LUMO in eV: 1.00
Energy relative to the best compared isomer or geometry (same formula, charge and spin) in kcal/mol: 34.7
HOMO in eV: -9.02
SMILES string: CC[C@@H](C)NC.O

Each line ends with the natural charge from an NBO analysis.
Geometry (Å):
C: 1.40202 1.94582 -0.00683  -0.420
N: 0.55337 0.92498 -0.62547  -0.681
C: -0.92320 -2.30822 0.83157  -0.622
C: -0.82897 -0.92369 0.03672  -0.417
C: 0.63006 -0.38100 0.12123  -0.034
C: 1.70604 -1.37332 -0.44766  -0.646
H: 1.66070 1.72087 1.10407  0.197
H: 0.68075 2.84033 0.11304  0.197
H: 2.26552 2.19590 -0.54477  0.189
H: 0.70550 0.80565 -1.62819  0.369
H: -0.69935 -3.16556 0.16061  0.196
H: -1.93477 -2.47434 1.10849  0.214
H: -0.20113 -2.33216 1.63327  0.204
H: -1.08427 -1.03726 -1.04269  0.194
H: -1.53716 -0.19897 0.55205  0.243
H: 0.84703 -0.05475 1.20209  0.192
H: 2.68442 -1.31673 0.08455  0.216
H: 1.32140 -2.41030 -0.39573  0.220
H: 1.93945 -1.07437 -1.46210  0.205
H: -1.33293 1.63237 -0.15575  0.497
H: -2.84271 1.73989 -0.67979  0.466
O: -2.28272 1.86213 0.13986  -0.981